Entry 1:
17
Properties=species:S:1:pos:R:3:mulliken_charge:R:1 method="wB97M-V/def2-TZVPD" orbital_gap_ev=8.225
C -1.523 -0.295 2.556 -0.619
C -0.361 0.644 -1.657 -0.569
C 0.132 1.590 -0.620 -0.530
C -0.967 -0.448 -0.689 -0.669
C 1.770 -0.823 0.354 -0.918
P 0.199 0.201 0.688 0.183
H -1.040 -0.379 3.527 0.228
H -1.460 -1.413 2.340 0.151
H -0.966 1.068 -2.534 0.305
H 0.580 0.192 -2.168 0.169
H 1.120 2.022 -0.844 0.311
H -0.600 2.458 -0.577 0.308
H -1.988 -0.397 -0.174 0.349
H -0.831 -1.503 -0.968 0.390
H 2.563 -0.574 1.076 0.341
H 1.387 -1.845 0.377 0.273
H 1.983 -0.498 -0.687 0.294

Entry 2:
88
Properties=species:S:1:pos:R:3:mulliken_charge:R:1 method="wB97M-V/def2-TZVPD" orbital_gap_ev=6.958
Ba -1.451 -0.132 1.267 1.294
O -1.114 2.530 1.787 -0.369
C -2.361 2.433 1.751 -0.690
O -3.064 1.723 2.505 -0.660
C -3.010 2.911 0.457 1.116
C -3.769 4.078 0.233 -0.807
C -4.248 4.289 -1.026 -0.697
C -4.005 3.340 -2.048 0.986
C -4.477 3.492 -3.376 -0.725
C -4.223 2.531 -4.311 -0.721
C -3.492 1.370 -3.963 -0.326
C -3.023 1.198 -2.693 -0.038
C -3.263 2.190 -1.715 -0.467
N -2.760 2.010 -0.463 0.476
H -3.951 4.776 1.038 0.491
H -4.825 5.178 -1.256 0.437
H -5.044 4.378 -3.633 0.390
H -4.587 2.651 -5.323 0.391
H -3.309 0.609 -4.711 0.469
H -2.478 0.312 -2.391 0.262
C 1.010 1.560 4.481 -1.278
P 0.792 -0.167 3.917 0.750
C 2.361 -0.912 4.513 -1.478
C -0.381 -0.792 5.200 -0.924
C -0.640 -2.296 5.060 -1.255
P -1.491 -2.691 3.466 0.498
C -1.287 -4.506 3.424 -1.341
C -3.248 -2.576 3.986 -1.237
H 1.218 1.607 5.552 0.433
H 0.114 2.135 4.245 0.278
H 1.840 2.012 3.936 0.385
H 2.487 -0.741 5.585 0.457
H 3.193 -0.448 3.982 0.344
H 2.396 -1.982 4.313 0.360
H -1.316 -0.233 5.081 0.316
H 0.010 -0.540 6.190 0.524
H -1.225 -2.678 5.902 0.523
H 0.309 -2.842 5.066 0.448
H -1.617 -4.941 4.371 0.396
H -0.241 -4.762 3.256 0.332
H -1.876 -4.926 2.610 0.371
H -3.441 -3.228 4.842 0.412
H -3.883 -2.874 3.151 0.356
H -3.506 -1.551 4.258 0.382
Cl -2.518 -3.375 0.254 -0.270
C -2.917 -1.774 -0.602 -0.875
H -4.010 -1.726 -0.596 0.432
H -2.617 -1.950 -1.638 -0.052
C 2.898 -2.357 0.990 -0.530
Si 3.337 -0.854 -0.044 0.366
C 3.785 0.568 1.098 -0.563
C 4.748 -1.279 -1.202 -1.023
Sb 1.181 -0.148 -1.186 -0.348
Si 1.060 -1.655 -3.233 0.282
C 0.948 -3.405 -2.583 -0.957
C 2.556 -1.408 -4.337 -0.926
C -0.488 -1.186 -4.175 -0.732
Si 1.791 2.146 -2.120 0.380
C 0.606 2.502 -3.526 -0.830
C 3.559 2.184 -2.751 -0.974
C 1.542 3.340 -0.704 -0.818
H 3.758 -2.668 1.591 0.385
H 2.600 -3.201 0.364 0.330
H 2.067 -2.138 1.664 -0.278
H 4.618 0.297 1.753 0.410
H 2.925 0.830 1.720 -0.228
H 4.074 1.462 0.543 0.286
H 5.636 -1.565 -0.632 0.401
H 5.004 -0.444 -1.855 0.306
H 4.472 -2.125 -1.836 0.248
H 1.845 -3.681 -2.024 0.236
H 0.830 -4.120 -3.402 0.381
H 0.090 -3.508 -1.915 0.232
H 3.485 -1.657 -3.822 0.219
H 2.624 -0.366 -4.656 0.198
H 2.481 -2.030 -5.233 0.416
H -1.378 -1.396 -3.579 0.105
H -0.560 -1.757 -5.105 0.466
H -0.489 -0.123 -4.424 0.095
H 0.765 1.810 -4.356 0.227
H 0.749 3.519 -3.902 0.442
H -0.433 2.402 -3.202 0.082
H 3.717 1.408 -3.502 0.221
H 4.276 2.018 -1.945 0.239
H 3.786 3.152 -3.207 0.407
H 0.537 3.255 -0.283 0.119
H 1.697 4.372 -1.029 0.406
H 2.244 3.135 0.108 0.229

Energy above the lowest of the compared OMol25 structures with the same formula, charge and spin across the listed records, respectively: 110.66; 2.45 kcal/mol.
E across the listed records, respectively: -14646.524; -95344.346 eV.
E_HOMO across the listed records, respectively: -0.2937; -0.2426 hartree.